Record 1
{"formula": "CH5N2", "method": "ωB97M-V with the def2-TZVPD basis set", "elements": ["C", "N", "N", "H", "H", "H", "H", "H"], "positions_angstrom": [[-0.014161, 0.573109, -0.005639], [1.115913, -0.066629, 0.011898], [-1.185144, 0.033850, -0.055306], [0.289950, 1.620759, 0.235748], [1.982042, 0.475459, 0.168870], [1.179831, -1.102226, -0.115969], [-2.200129, 0.278792, -0.123321], [-1.168305, -1.813112, -0.116283]], "atomic_forces_ev_per_a": [[0.2912, 1.1113, 1.1806], [1.6170, -1.8326, -0.2993], [-1.1081, -4.5187, -0.4214], [-1.7913, -0.1274, -0.5818], [-0.7983, -0.8075, -0.2536], [0.0259, 1.3561, 0.1696], [1.7748, 0.3894, 0.1320], [-0.0112, 4.4294, 0.0738]], "mulliken_charge": [0.4138, -0.3460, -0.5558, 0.3190, 0.2686, 0.1993, 0.3124, 0.3887], "e_lumo_ha": -0.265, "charge": 1, "e_homo_ev": -16.20}

***

Record 2
{"formula": "C18H36BaBrN4OSSi", "method": "ωB97M-V with the def2-TZVPD basis set", "elements": ["Ba", "O", "C", "C", "C", "N", "C", "Br", "C", "H", "H", "H", "H", "N", "N", "C", "N", "S", "H", "H", "H", "H", "H", "C", "C", "C", "C", "Si", "C", "C", "C", "C", "C", "C", "C", "C", "H", "H", "H", "H", "H", "H", "H", "H", "H", "H", "H", "H", "H", "H", "H", "H", "H", "H", "H", "H", "H", "H", "H", "H", "H", "H", "H"], "positions_angstrom": [[1.063505, -0.441991, -2.212363], [-4.010973, -4.823503, -2.988613], [-3.028323, -3.926709, -3.077913], [-3.217996, -2.604796, -3.484914], [-2.124606, -1.771572, -3.529036], [-0.881434, -2.157010, -3.203344], [-0.739617, -3.417560, -2.822542], [1.023881, -3.919072, -2.308789], [-1.743707, -4.349072, -2.735831], [-4.862314, -4.444371, -3.239108], [-4.196966, -2.233371, -3.757596], [-2.245147, -0.740411, -3.841252], [-1.561933, -5.361636, -2.408071], [3.949689, -0.116732, -1.815402], [3.746226, 1.243248, -1.443656], [3.224987, 2.111664, -2.332074], [3.006280, 3.350457, -1.874953], [2.807719, 1.637622, -3.898539], [4.704713, -0.469025, -1.233767], [4.308327, -0.079552, -2.770504], [3.596474, 1.388576, -0.452168], [3.407112, 3.676901, -1.009590], [2.652669, 4.034614, -2.522024], [-1.859228, -1.635450, 0.248829], [-0.987077, -1.094898, 1.394599], [-1.902328, -0.790747, 2.585583], [-0.077565, -2.267416, 1.786720], [0.087899, 0.413622, 0.718750], [-1.062328, 2.007871, 0.654820], [-0.393226, 3.086019, -0.213723], [-1.418676, 2.640682, 2.004606], [-2.375443, 1.664834, -0.063427], [1.547359, 0.754516, 2.002506], [1.175475, 0.729048, 3.489523], [2.169453, 2.129354, 1.711732], [2.671620, -0.270908, 1.782617], [-2.486544, -2.460819, 0.609105], [-1.231395, -2.048892, -0.549926], [-2.518871, -0.888677, -0.192432], [-2.394188, -1.710771, 2.925089], [-2.690717, -0.081849, 2.330782], [-1.352892, -0.382123, 3.433829], [-0.687341, -3.158203, 1.980434], [0.498814, -2.071455, 2.689494], [0.625649, -2.527244, 0.986128], [0.540891, 3.456874, 0.207078], [-1.064231, 3.945568, -0.328438], [-0.176737, 2.712820, -1.223109], [-0.541911, 3.028376, 2.524307], [-1.912920, 1.934587, 2.672065], [-2.102151, 3.485364, 1.854846], [-2.195622, 1.198911, -1.040919], [-2.948865, 2.580921, -0.245672], [-3.009766, 0.994023, 0.514878], [0.356440, 1.410574, 3.720070], [2.036398, 1.029415, 4.099507], [0.880544, -0.266015, 3.821601], [1.540157, 2.951614, 2.051810], [2.317507, 2.287814, 0.634909], [3.137323, 2.228153, 2.217935], [2.361325, -1.296099, 1.973407], [3.520914, -0.055076, 2.442361], [3.043690, -0.251020, 0.749777]], "atomic_forces_ev_per_a": [[0.2117, -0.0832, -0.1710], [-0.0061, -0.0334, 0.0029], [0.0343, 0.0507, -0.0001], [-0.0001, 0.0058, -0.0100], [-0.0350, -0.0551, -0.0197], [-0.1577, -0.0090, -0.0641], [-0.0396, 0.0037, 0.0070], [0.0274, 0.0084, 0.0045], [0.0049, -0.0463, 0.0042], [-0.0028, 0.0070, -0.0005], [0.0004, -0.0120, 0.0042], [0.0104, -0.0052, 0.0090], [-0.0170, 0.0007, -0.0071], [-0.0624, -0.0614, -0.1007], [0.0653, 0.0207, 0.0190], [-0.1998, 0.0309, 0.1320], [0.1273, 0.0068, -0.0683], [0.0711, 0.0929, -0.1098], [-0.0241, 0.0185, 0.0688], [0.0162, -0.0167, 0.0004], [0.0853, 0.0067, 0.0310], [-0.0308, -0.0158, 0.0114], [-0.0366, -0.0162, 0.0063], [-0.0037, -0.0159, -0.0289], [0.0199, 0.0116, -0.0591], [-0.0058, 0.0054, 0.0156], [0.0036, 0.0162, 0.0043], [-0.0671, 0.0598, 0.3431], [0.0380, -0.0265, -0.0800], [0.0080, 0.0221, -0.0049], [-0.0188, 0.0104, 0.0093], [0.0040, 0.0254, 0.0118], [0.0449, 0.0387, -0.0674], [-0.0126, 0.0023, 0.0153], [-0.0516, -0.0053, -0.0083], [0.0067, -0.0064, -0.0149], [0.0123, 0.0055, 0.0065], [-0.0089, 0.0103, -0.0067], [0.0220, -0.0468, 0.0100], [-0.0014, 0.0063, -0.0025], [0.0032, -0.0109, -0.0079], [-0.0045, -0.0080, 0.0017], [0.0083, 0.0064, 0.0061], [0.0111, 0.0158, 0.0226], [0.0095, 0.0124, 0.0025], [-0.0487, 0.0017, -0.0214], [-0.0013, -0.0033, 0.0044], [0.0043, -0.0019, -0.0001], [0.0002, 0.0060, -0.0142], [0.0104, 0.0239, -0.0023], [0.0032, -0.0020, 0.0055], [0.0014, -0.0042, 0.0068], [0.0015, 0.0012, 0.0046], [0.0025, 0.0265, 0.0040], [0.0209, -0.0080, 0.0021], [-0.0060, -0.0118, 0.0070], [-0.0046, -0.0242, -0.0084], [0.0114, -0.0133, 0.0142], [-0.0116, 0.0002, 0.0467], [0.0071, -0.0091, 0.0111], [-0.0184, -0.0138, 0.0302], [-0.0073, 0.0038, 0.0037], [-0.0243, 0.0008, -0.0118]], "mulliken_charge": [1.5853, -0.5017, 0.9383, -0.5547, -0.6404, -0.3243, -0.0067, -0.1375, -0.3853, 0.3214, 0.3551, 0.4310, 0.4597, -0.5957, 0.0474, 0.0989, -0.3070, -0.3255, 0.2633, 0.2381, 0.2642, 0.2538, 0.2165, -2.0167, 2.8142, -1.8156, -2.2614, -0.8479, 2.3513, -1.6860, -1.7911, -2.1188, 2.6277, -1.7883, -2.0975, -1.8235, 0.5702, 0.2845, 0.2402, 0.5372, 0.3176, 0.2908, 0.5287, 0.4194, 0.3313, 0.2756, 0.5190, 0.2302, 0.3029, 0.2494, 0.5292, 0.2969, 0.5537, 0.3398, 0.3083, 0.5308, 0.3165, 0.4341, -0.2016, 0.5027, 0.3849, 0.4684, 0.1987], "e_lumo_ha": -0.095, "charge": 1, "e_homo_ev": -8.99}

***

Record 3
{"formula": "C4H4N4", "method": "ωB97M-V with the def2-TZVPD basis set", "elements": ["C", "N", "N", "C", "C", "N", "N", "C", "H", "H", "H", "H"], "positions_angstrom": [[-1.518221, -0.907805, -0.268305], [-2.312574, 0.275697, -0.122255], [-1.450932, 1.374366, -0.270594], [-0.287718, 0.792762, 0.034017], [1.048103, 1.322741, -0.022494], [1.972751, 0.365586, -0.104107], [1.304786, -0.814472, -0.474094], [-0.029557, -0.634208, 0.096770], [-2.066107, -1.807163, 0.027488], [1.412759, 2.253597, -0.274005], [1.966995, -1.374611, 0.061744], [-0.040285, -0.846494, 1.315831]], "atomic_forces_ev_per_a": [[-3.2693, 2.2462, 2.1174], [3.0018, -4.6521, -2.0986], [2.4253, -2.7541, 2.1975], [1.4430, 4.3039, -1.5557], [1.8638, -2.2870, -0.3164], [-2.1773, 2.8953, -1.8217], [0.7498, 0.1548, 2.2983], [-3.5179, -0.6642, 2.4364], [0.2941, 0.0838, -0.5210], [0.3510, 2.3160, 0.5131], [-1.0529, -1.7152, -0.3683], [-0.1114, 0.0728, -2.8811]], "mulliken_charge": [-0.4739, -0.2912, -0.4597, 0.3350, -0.3927, -0.4817, -0.2753, 0.6722, 0.3071, 0.4832, 0.3382, 0.2389], "e_lumo_ha": -0.038, "charge": 0, "e_homo_ev": -9.29}

***

Record order is preserved below.
ΔE to the lowest compared entry with this formula, charge and spin: 104.32; 6.27; 122.62 kcal per mole